Molecular formula: C4H13N3S
Method: DFT, the ωB97M-V functional and the def2-TZVPD basis

Results
Net charge = 0
HOMO level = -0.33375 hartree
Strongest force on any atom = 2.99 eV/Å
Energy above the lowest of the compared OMol25 structures with the same formula, charge and spin = 26.3 kcal/mol
Electronic energy = -722.6269 hartree

Last column: Löwdin charge in e.
Geometry (Å):
N1 2.616 1.625 1.069  0.001
C1 1.181 1.547 0.836  -0.305
N2 0.890 0.793 -0.414  -0.030
C2 -0.125 -0.257 -0.244  -0.451
C3 -1.474 0.250 0.120  -0.245
N3 -2.325 -0.852 0.702  -0.008
C4 -0.052 -1.158 -1.521  -0.512
S1 -0.485 -2.889 -1.234  0.711
H1 2.902 1.006 1.806  0.050
H2 3.092 1.338 0.232  0.054
H3 0.782 2.564 0.774  0.104
H4 0.682 1.117 1.705  0.109
H5 0.489 1.467 -1.069  0.110
H6 0.206 -0.904 0.581  0.129
H7 -2.041 0.681 -0.715  0.114
H8 -1.513 0.936 0.963  0.106
H9 -3.298 -0.590 0.679  0.055
H10 -2.256 -1.697 0.149  -0.012
H11 -0.693 -0.687 -2.268  0.079
H12 0.974 -1.153 -1.869  0.060
H13 0.447 -3.136 -0.284  -0.119

Forces on the atoms, in the same order (eV/Å):
-0.226 0.219 0.299
0.207 0.114 -0.432
-0.795 0.707 0.540
1.493 -0.887 -0.204
-2.682 -1.045 0.815
0.555 -0.076 -0.331
0.009 0.773 0.971
-0.214 -0.304 -0.093
0.109 -0.235 0.178
0.169 -0.041 -0.265
0.002 0.003 -0.241
0.023 -0.304 -0.035
0.273 -0.161 -0.021
0.062 0.242 0.038
0.546 0.320 -0.251
0.776 0.622 -0.319
-0.139 0.201 0.078
0.080 -0.064 -0.070
-0.088 -0.529 -0.272
0.052 0.258 -0.116
-0.212 0.188 -0.269